No. 1
DFT (the ωB97M-V functional and the def2-TZVPD basis) results for C30H34CaCl2NO6Te as an isolated structure.

Atoms and positions in Å:
Ca (-2.002, -1.735, 2.574)
O (-2.902, 2.081, 0.915)
C (-3.452, 0.888, 0.801)
O (-2.824, -0.116, 0.563)
C (-4.973, 0.959, 0.891)
O (-5.600, -0.222, 1.299)
C (-5.561, -0.464, 2.694)
C (-4.167, -0.979, 3.076)
O (-3.986, -2.206, 3.028)
O (-3.271, -0.154, 3.318)
H (-1.931, 2.036, 0.767)
H (-5.342, 1.155, -0.124)
H (-5.244, 1.806, 1.534)
H (-6.290, -1.253, 2.887)
H (-5.815, 0.447, 3.252)
Cl (-2.957, -2.996, 0.085)
C (-3.545, -4.453, 0.877)
Cl (-2.491, -4.812, 2.244)
H (-3.515, -5.278, 0.165)
H (-4.549, -4.265, 1.260)
C (0.599, 5.498, 0.975)
C (0.451, 4.034, 0.690)
C (1.037, 3.079, 1.504)
C (0.940, 1.718, 1.231)
C (1.615, 0.783, 2.181)
C (0.227, 1.284, 0.110)
Te (0.072, -0.767, -0.475)
N (-0.156, -1.448, 1.559)
C (0.403, -2.227, 2.416)
O (-0.297, -2.658, 3.387)
C (1.863, -2.552, 2.427)
C (2.669, -2.583, 1.295)
C (4.039, -2.740, 1.420)
C (4.618, -2.869, 2.671)
C (3.817, -2.878, 3.800)
C (2.449, -2.727, 3.677)
C (1.078, -0.227, -2.437)
C (0.460, -0.598, -3.633)
C (-0.889, -1.259, -3.681)
C (1.082, -0.322, -4.845)
C (2.321, 0.292, -4.900)
C (2.982, 0.600, -6.210)
C (2.954, 0.605, -3.705)
C (2.352, 0.343, -2.483)
C (3.089, 0.681, -1.224)
C (-0.407, 2.241, -0.700)
C (-1.224, 1.860, -1.897)
C (-0.280, 3.595, -0.404)
H (1.226, 5.660, 1.850)
H (-0.375, 5.954, 1.153)
H (1.053, 6.006, 0.124)
H (1.600, 3.395, 2.374)
H (2.420, 1.288, 2.711)
H (2.020, -0.086, 1.669)
H (0.894, 0.425, 2.921)
H (2.231, -2.490, 0.307)
H (4.659, -2.763, 0.536)
H (5.689, -2.971, 2.766)
H (4.256, -3.001, 4.779)
H (1.808, -2.734, 4.545)
H (-1.156, -1.700, -2.722)
H (-0.895, -2.043, -4.437)
H (-1.658, -0.534, -3.950)
H (0.581, -0.602, -5.763)
H (2.323, 0.373, -7.045)
H (3.892, 0.012, -6.320)
H (3.254, 1.654, -6.258)
H (3.937, 1.057, -3.732)
H (4.164, 0.655, -1.391)
H (2.831, -0.029, -0.437)
H (2.828, 1.682, -0.877)
H (-1.769, 0.933, -1.705)
H (-0.574, 1.696, -2.755)
H (-1.931, 2.649, -2.146)
H (-0.757, 4.322, -1.050)

Summary:
Charge: 0
E in Eh: -3535.8509
Multiplicity: 2
Relative energy (zero: lowest compared OMol25 entry of this formula, charge and spin) in kJ/mol: 109.5
LUMO level (alpha / beta) in Eh: 0.0170 / -0.0298
Orbital gap (alpha / beta) in eV: 7.50 / 7.25



No. 2
DFT (the ωB97M-V functional and the def2-TZVPD basis) results for C27H34N3 as an isolated structure.

Atoms and positions in Å:
C (-1.257, 1.728, 3.441)
C (0.074, 1.059, 3.348)
C (0.182, -0.329, 3.169)
N (-0.999, -1.058, 2.858)
C (-1.876, -0.748, 1.826)
N (-3.015, -1.398, 2.094)
C (-4.237, -1.377, 1.350)
C (-2.836, -2.220, 3.218)
C (-1.605, -1.979, 3.704)
C (1.397, -1.005, 3.237)
C (1.463, -2.475, 3.019)
C (2.551, -0.259, 3.496)
C (2.468, 1.128, 3.705)
C (3.703, 1.884, 4.105)
C (1.246, 1.783, 3.565)
H (-1.107, 2.805, 3.569)
H (-1.885, 1.642, 2.546)
H (-1.854, 1.355, 4.288)
H (-4.180, -0.552, 0.637)
H (-4.396, -2.319, 0.811)
H (-5.070, -1.235, 2.046)
H (-3.617, -2.828, 3.628)
H (-1.141, -2.348, 4.593)
H (2.504, -2.803, 2.973)
H (0.979, -3.021, 3.842)
H (0.991, -2.780, 2.076)
H (3.525, -0.748, 3.556)
H (3.439, 2.906, 4.384)
H (4.198, 1.405, 4.956)
H (4.413, 1.908, 3.275)
H (1.193, 2.865, 3.680)
C (-4.998, 5.802, -1.238)
C (-3.782, 5.981, -0.319)
C (-3.553, 4.756, 0.573)
N (-3.582, 3.491, -0.163)
C (-2.783, 2.479, 0.228)
C (-2.693, 1.225, -0.416)
C (-2.065, 0.056, 0.088)
C (-1.640, -0.982, -0.818)
C (-1.141, -2.226, -0.348)
C (-0.956, -3.319, -1.200)
C (-1.142, -3.185, -2.583)
C (-1.535, -1.943, -3.088)
C (-1.767, -0.865, -2.244)
C (-4.738, 3.294, -1.052)
C (-4.919, 4.482, -2.004)
H (-5.904, 5.799, -0.613)
H (-5.066, 6.651, -1.933)
H (-2.881, 6.154, -0.925)
H (-3.926, 6.869, 0.318)
H (-2.587, 4.844, 1.070)
H (-4.331, 4.755, 1.357)
H (-2.093, 2.686, 1.054)
H (-3.123, 1.160, -1.427)
H (-1.684, 0.344, 1.506)
H (-0.914, -2.351, 0.715)
H (-0.651, -4.286, -0.786)
H (-0.946, -4.024, -3.258)
H (-1.653, -1.804, -4.164)
H (-2.060, 0.096, -2.664)
H (-4.640, 2.398, -1.667)
H (-5.672, 3.192, -0.460)
H (-5.835, 4.350, -2.598)
H (-4.077, 4.523, -2.710)

Summary:
Charge: +1
E in Eh: -1213.0608
Relative energy (zero: lowest compared OMol25 entry of this formula, charge and spin) in kJ/mol: 648.8
LUMO level in Eh: -0.1447
Orbital gap in eV: 4.76



No. 3
DFT (the ωB97M-V functional and the def2-TZVPD basis) results for one molecule with the formula C4H8FN.

Atoms and positions in Å:
C (-0.731, 1.690, 0.723)
N (0.311, 0.703, 0.895)
C (0.054, -0.629, 0.166)
F (-0.920, -1.352, 0.827)
C (1.092, -1.425, -0.528)
C (0.028, -0.700, -1.317)
H (-1.685, 1.427, 1.192)
H (-0.364, 2.620, 1.157)
H (-0.888, 1.845, -0.343)
H (0.455, 0.479, 1.874)
H (0.999, -2.497, -0.447)
H (2.102, -1.059, -0.558)
H (0.313, 0.178, -1.874)
H (-0.766, -1.280, -1.766)

Summary:
Charge: 0
E in Eh: -311.7840
Relative energy (zero: lowest compared OMol25 entry of this formula, charge and spin) in kJ/mol: 92.8
LUMO level in Eh: 0.0446
Orbital gap in eV: 10.58
Structure (SMILES): CNC1(F)CC1



No. 4
DFT (the ωB97M-V functional and the def2-TZVPD basis) results for an isolated ion of composition C8H16N3O and charge +1.

Atoms and positions in Å:
N (-0.700, -2.711, -1.012)
C (-0.231, -1.779, -0.235)
N (0.352, -1.644, 0.803)
C (0.822, -0.666, 1.710)
C (2.119, 0.042, 1.289)
C (1.962, 1.064, 0.152)
N (1.698, 0.424, -1.113)
C (0.522, -0.001, -1.591)
C (-0.763, 0.250, -1.172)
C (-1.318, 1.412, -0.355)
C (-2.676, 1.014, 0.225)
O (-2.456, -0.039, 1.145)
H (-1.208, -2.496, -1.853)
H (-0.759, -3.657, -0.657)
H (1.016, -1.199, 2.644)
H (0.020, 0.055, 1.891)
H (2.504, 0.569, 2.162)
H (2.860, -0.703, 0.997)
H (1.174, 1.777, 0.385)
H (2.894, 1.623, 0.055)
H (2.521, 0.050, -1.562)
H (0.642, -0.665, -2.439)
H (-1.532, -0.169, -1.811)
H (-1.450, 2.255, -1.034)
H (-0.679, 1.721, 0.466)
H (-3.132, 1.878, 0.721)
H (-3.347, 0.680, -0.579)
H (-3.269, -0.197, 1.635)

Summary:
Charge: +1
E in Eh: -553.6353
Relative energy (zero: lowest compared OMol25 entry of this formula, charge and spin) in kJ/mol: 134.4
LUMO level in Eh: -0.1202
Orbital gap in eV: 8.91
Structure (SMILES): [NH2+]=C=NCCCN/C=C\CCO



No. 5
DFT (the ωB97M-V functional and the def2-TZVPD basis) results for one molecule with the formula C34H46N2O5.

Atoms and positions in Å:
C (-2.314, -3.786, 3.733)
C (-1.268, -2.682, 3.826)
C (-1.631, -1.449, 2.966)
C (-0.413, -0.739, 2.429)
C (0.030, 0.553, 3.286)
C (1.590, 0.425, 3.202)
O (2.224, 0.216, 4.233)
O (2.258, 0.539, 2.037)
C (3.711, 0.366, 2.263)
C (4.405, 0.144, 0.942)
C (-0.584, 1.741, 2.477)
O (-0.038, 2.689, 1.907)
O (-1.943, 1.576, 2.533)
C (-2.738, 2.814, 2.492)
C (-4.127, 2.517, 1.939)
C (-0.091, 1.172, 4.884)
C (-1.296, 1.758, 5.596)
C (-2.147, 1.000, 6.363)
N (-3.077, 1.416, 7.269)
C (-4.038, 0.450, 7.800)
C (-4.886, -0.116, 6.668)
C (-5.745, -1.257, 7.190)
C (-7.076, -1.326, 6.748)
C (-7.989, -2.112, 7.441)
C (-7.579, -2.808, 8.577)
C (-6.220, -2.892, 8.906)
C (-5.282, -2.166, 8.169)
C (-4.818, 1.249, 8.838)
O (-5.747, 0.875, 9.557)
N (-4.270, 2.509, 8.842)
C (-4.815, 3.529, 9.704)
C (-3.197, 2.770, 7.873)
C (-3.699, 3.808, 6.833)
C (-1.935, 3.255, 8.560)
C (0.947, 2.346, 5.026)
C (2.112, 2.337, 5.831)
C (2.960, 3.439, 5.865)
C (2.599, 4.612, 5.217)
C (3.404, 5.881, 5.223)
C (1.397, 4.636, 4.454)
C (0.571, 3.526, 4.420)
H (-2.025, -4.603, 4.399)
H (-3.319, -3.458, 4.022)
H (-2.332, -4.154, 2.697)
H (-1.134, -2.332, 4.870)
H (-0.291, -3.086, 3.490)
H (-2.318, -1.754, 2.152)
H (-2.242, -0.767, 3.576)
H (0.412, -1.475, 2.366)
H (-0.578, -0.560, 1.336)
H (4.075, 1.247, 2.844)
H (3.824, -0.538, 2.881)
H (5.455, -0.117, 1.127)
H (3.932, -0.733, 0.496)
H (4.335, 0.955, 0.215)
H (-2.745, 3.186, 3.532)
H (-2.181, 3.556, 1.900)
H (-4.657, 3.484, 1.921)
H (-4.132, 2.011, 0.937)
H (-4.740, 1.923, 2.661)
H (0.147, 0.229, 5.409)
H (-1.476, 2.848, 5.554)
H (-2.109, -0.089, 6.270)
H (-3.426, -0.317, 8.295)
H (-5.516, 0.684, 6.196)
H (-4.199, -0.473, 5.878)
H (-7.371, -0.727, 5.878)
H (-9.029, -2.114, 7.129)
H (-8.313, -3.279, 9.210)
H (-5.898, -3.475, 9.772)
H (-4.200, -2.286, 8.382)
H (-5.794, 3.205, 10.059)
H (-4.214, 3.707, 10.617)
H (-4.975, 4.443, 9.113)
H (-4.797, 3.723, 6.743)
H (-3.428, 4.808, 7.189)
H (-3.255, 3.611, 5.846)
H (-1.574, 2.442, 9.186)
H (-1.176, 3.535, 7.822)
H (-2.196, 4.085, 9.231)
H (2.361, 1.455, 6.406)
H (3.913, 3.375, 6.414)
H (2.763, 6.705, 5.563)
H (4.291, 5.818, 5.876)
H (3.752, 6.209, 4.235)
H (1.124, 5.525, 3.889)
H (-0.387, 3.631, 3.891)

Summary:
Charge: 0
E in Eh: -1808.8026
Relative energy (zero: lowest compared OMol25 entry of this formula, charge and spin) in kJ/mol: 69.4
LUMO level in Eh: 0.0209
Orbital gap in eV: 8.18
Structure (SMILES): CCCCC(C(=O)OCC)(C(=O)OCC)[C@H](/C=C/N1[C@H](Cc2ccccc2)C(=O)N(C)C1(C)C)c1ccc(C)cc1



No. 6
DFT (the ωB97M-V functional and the def2-TZVPD basis) results for a 2-piece molecular cluster, C3H7NO3 overall.

Atoms and positions in Å:
H (-0.025, 3.135, 0.251)
N (-0.392, 2.193, 0.509)
C (-0.945, 2.188, 1.662)
O (-1.536, 1.105, 2.105)
H (-1.171, 3.017, 2.362)
H (-1.438, 0.212, 1.536)
C (0.585, -2.230, -1.071)
C (0.135, -0.939, -0.475)
O (-0.522, -0.947, 0.543)
O (0.632, 0.138, -1.030)
H (1.753, -2.114, -1.056)
H (0.026, -2.430, -2.039)
H (0.284, -2.961, -0.357)
H (0.290, 1.064, -0.781)

Summary:
Charge: 0
E in Eh: -398.9890
Relative energy (zero: lowest compared OMol25 entry of this formula, charge and spin) in kJ/mol: 127.9
LUMO level in Eh: 0.0328
Orbital gap in eV: 11.15
Structure (SMILES): [H]/N=C/O.CC(=O)O